Entry 1:
Formula: C6H19NO2Si2
Source: the Open Molecules 2025 dataset
Level of theory: ωB97M-V/def2-TZVPD

Geometry as XYZ:
```
30
Properties=species:S:1:pos:R:3:lowdin_charge:R:1
Si -0.76 -1.78 1.51 0.3830
Si 0.79 1.35 -1.47 0.4827
O -1.87 -0.64 1.72 -0.2638
O 0.34 -1.09 2.51 -0.2883
N 1.32 0.18 -0.31 -0.0777
C -0.22 0.29 -2.80 -0.1741
C -3.20 -0.60 1.18 -0.1394
C -0.61 2.32 -0.76 -0.2004
C 2.29 2.70 -1.80 -0.1673
C -0.60 -3.14 0.41 -0.0494
C 1.64 -1.57 2.81 -0.1527
H -0.02 -3.99 0.69 0.0003
H -1.46 1.63 -0.42 0.0527
H -1.46 -3.38 -0.17 0.0003
H 3.22 2.49 -1.19 0.0309
H 2.45 2.89 -2.87 0.0037
H 1.78 -1.28 3.87 0.0979
H 0.51 -0.40 -3.41 0.0594
H 2.36 -0.93 2.33 0.0641
H -3.72 -1.48 1.49 0.0460
H 1.96 3.60 -1.35 -0.0229
H -0.75 0.79 -3.49 -0.0494
H 2.09 -0.50 -0.30 0.0397
H -0.82 -0.37 -2.20 -0.0091
H 0.95 0.08 0.68 0.0108
H 1.77 -2.64 2.66 0.0736
H -0.79 3.20 -1.23 -0.0234
H -3.23 -0.56 -0.01 0.1234
H -3.76 0.19 1.67 0.0771
H -0.18 2.67 0.28 0.0724
```

<S²>: 2.0044
LUMO level (spin up / spin down): 0.77 / -1.73 eV
M: 193.40 Da
Energy: -27866.872 eV
HOMO energy (spin up / spin down): -4.4 / -9.3 eV
Spin multiplicity: 3
Gap between HOMO and LUMO (spin up / spin down): 5.18 / 7.52 eV

***

Entry 2:
Formula: C4H5NO
Source: the Open Molecules 2025 dataset
Level of theory: ωB97M-V/def2-TZVPD

Geometry as XYZ:
```
11
Properties=species:S:1:pos:R:3:lowdin_charge:R:1
O 2.50 -0.53 1.05 0.0301
N -1.22 0.47 -0.88 0.0044
C -0.02 1.12 -0.32 -0.1507
C -0.69 -0.90 -0.72 -0.1328
C 1.69 -0.54 1.84 0.0218
C -0.67 0.03 0.42 -0.3033
H -1.22 0.03 1.35 0.1230
H 0.95 0.92 -0.80 0.0954
H -1.46 -1.67 -0.75 0.1044
H 0.25 -1.15 -1.21 0.1015
H -0.17 2.14 0.00 0.1063
```

LUMO level: 1.11 eV
M: 83.09 Da
Energy: -7763.729 eV
HOMO energy: -10.0 eV
ΔE to the lowest compared entry with this formula, charge and spin: 269.9 kJ/mol
Gap between HOMO and LUMO: 11.15 eV

***

Entry 3:
Formula: CH4N2O
Source: the Open Molecules 2025 dataset
Level of theory: ωB97M-V/def2-TZVPD

Geometry as XYZ:
```
8
Properties=species:S:1:pos:R:3:lowdin_charge:R:1
O -1.29 0.54 1.05 -0.0210
N 0.41 0.48 -1.20 -0.1107
N 0.51 -0.28 0.00 -0.2185
C -0.49 -0.37 0.89 -0.4280
H -0.84 0.98 -0.83 0.2261
H -0.44 -1.25 1.58 0.1353
H 1.43 1.32 -1.02 0.1861
H 0.71 -1.42 -0.48 0.2308
```

LUMO level: 0.67 eV
M: 60.06 Da
Energy: -6125.040 eV
HOMO energy: -9.6 eV
ΔE to the lowest compared entry with this formula, charge and spin: 527.6 kJ/mol
Gap between HOMO and LUMO: 10.31 eV

***

What did the third record say?
Formula: CH4N2O
Source: the Open Molecules 2025 dataset
Level of theory: ωB97M-V/def2-TZVPD

Geometry as XYZ:
```
8
Properties=species:S:1:pos:R:3:lowdin_charge:R:1
O -1.29 0.54 1.05 -0.0210
N 0.41 0.48 -1.20 -0.1107
N 0.51 -0.28 0.00 -0.2185
C -0.49 -0.37 0.89 -0.4280
H -0.84 0.98 -0.83 0.2261
H -0.44 -1.25 1.58 0.1353
H 1.43 1.32 -1.02 0.1861
H 0.71 -1.42 -0.48 0.2308
```

LUMO level: 0.67 eV
M: 60.06 Da
Energy: -6125.040 eV
HOMO energy: -9.6 eV
ΔE to the lowest compared entry with this formula, charge and spin: 527.6 kJ/mol
Gap between HOMO and LUMO: 10.31 eV

***

Among the records above, which one has the lowest M? CH4N2O

***

The highest energy belongs to which entry? CH4N2O

***

Please write out number 3 again, unchanged.
Formula: CH4N2O
Source: the Open Molecules 2025 dataset
Level of theory: ωB97M-V/def2-TZVPD

Geometry as XYZ:
```
8
Properties=species:S:1:pos:R:3:lowdin_charge:R:1
O -1.29 0.54 1.05 -0.0210
N 0.41 0.48 -1.20 -0.1107
N 0.51 -0.28 0.00 -0.2185
C -0.49 -0.37 0.89 -0.4280
H -0.84 0.98 -0.83 0.2261
H -0.44 -1.25 1.58 0.1353
H 1.43 1.32 -1.02 0.1861
H 0.71 -1.42 -0.48 0.2308
```

LUMO level: 0.67 eV
M: 60.06 Da
Energy: -6125.040 eV
HOMO energy: -9.6 eV
ΔE to the lowest compared entry with this formula, charge and spin: 527.6 kJ/mol
Gap between HOMO and LUMO: 10.31 eV